# 1
{
  "formula": "C8H22ClO7S2Zn",
  "method": "ωB97M-V/def2-TZVPD",
  "symbols": ["Zn", "Cl", "C", "C", "O", "H", "H", "H", "H", "H", "H", "O", "S", "O", "O", "C", "C", "C", "H", "H", "H", "H", "H", "H", "H", "H", "O", "S", "O", "O", "C", "C", "C", "H", "H", "H", "H", "H", "H", "H", "H"],
  "coordinates": [[13.78, -3.73, -8.86], [15.57, -2.53, -8.59], [15.81, -2.29, -4.39], [15.69, -0.89, -4.95], [16.64, -0.59, -5.95], [15.85, -3.03, -5.21], [15.02, -2.58, -3.69], [16.78, -2.43, -3.90], [15.93, -0.26, -4.09], [14.67, -0.57, -5.22], [16.41, -1.04, -6.76], [13.92, -4.12, -10.79], [14.65, -4.19, -12.07], [14.97, -2.96, -12.68], [15.92, -5.03, -11.79], [17.24, -4.37, -11.73], [17.80, -3.98, -13.07], [13.82, -5.24, -13.19], [17.90, -5.06, -11.21], [17.16, -3.50, -11.08], [18.84, -3.69, -12.96], [17.24, -3.17, -13.53], [17.73, -4.80, -13.79], [14.58, -5.59, -13.88], [12.98, -4.73, -13.66], [13.45, -6.12, -12.66], [19.04, 1.92, -10.79], [19.17, 0.53, -11.02], [19.84, 0.03, -12.18], [19.88, -0.15, -9.76], [21.08, -0.93, -9.94], [22.31, -0.13, -9.64], [17.57, -0.26, -10.91], [21.15, -1.41, -10.91], [20.99, -1.70, -9.18], [22.44, 0.74, -10.28], [23.19, -0.76, -9.76], [22.29, 0.25, -8.61], [16.82, 0.52, -10.83], [17.56, -0.86, -10.00], [17.46, -0.88, -11.79]],
  "lowdin_charge": [0.84, 0.14, -0.09, -0.34, -0.08, 0.05, 0.07, 0.08, 0.11, 0.11, -0.02, -0.42, 0.60, -0.21, -0.24, -0.21, -0.06, -0.08, 0.13, 0.09, 0.10, 0.07, 0.09, 0.09, 0.10, 0.09, -0.24, 0.58, -0.29, -0.26, -0.27, -0.07, -0.11, 0.11, 0.12, 0.09, 0.09, 0.08, 0.07, 0.02, 0.06],
  "e_tot_ha": -3880.27530,
  "homo_lumo_gap_ev": 5.403,
  "e_lumo_ev": -7.1,
  "total_charge": 1,
  "largest_force_ev_per_a": 1.91,
  "homo_ha": -0.45978,
  "molar_mass_da": 395.234
}

***

# 2
{
  "formula": "C3H5NO3",
  "method": "ωB97M-V/def2-TZVPD",
  "symbols": ["N", "C", "O", "C", "C", "O", "O", "H", "H", "H", "H", "H"],
  "coordinates": [[0.15, -1.56, -0.19], [0.36, -0.38, -0.98], [1.21, 0.51, -0.31], [0.39, 1.13, 0.67], [-1.03, 0.88, 0.18], [-2.07, 1.17, 0.68], [-0.91, 0.25, -1.03], [-0.60, -2.11, -0.58], [0.99, -2.12, -0.11], [0.73, -0.50, -2.00], [0.60, 2.20, 0.68], [0.55, 0.71, 1.67]],
  "lowdin_charge": [0.12, -0.44, -0.04, -0.07, -0.44, 0.15, 0.08, 0.10, 0.09, 0.17, 0.14, 0.14],
  "e_tot_ha": -397.79571,
  "homo_lumo_gap_ev": 11.301,
  "e_lumo_ev": 0.8,
  "largest_force_ev_per_a": 0.57,
  "relative_energy_kj_mol": 107.6,
  "homo_ha": -0.38696,
  "molar_mass_da": 103.077
}

***

# 3
{
  "formula": "C3H12NO2",
  "method": "ωB97M-V/def2-TZVPD",
  "symbols": ["C", "C", "C", "N", "H", "H", "H", "H", "H", "H", "H", "H", "H", "H", "O", "H", "H", "O"],
  "coordinates": [[1.10, -1.65, -1.31], [0.25, -1.26, -0.11], [1.17, 0.61, 1.07], [0.34, 0.19, 0.20], [0.68, -1.18, -2.19], [2.14, -1.43, -1.12], [1.01, -2.72, -1.46], [-0.78, -1.48, -0.33], [0.47, -1.80, 0.80], [1.18, 1.67, 1.28], [1.95, -0.03, 1.41], [-0.49, 0.72, -0.05], [0.22, 3.22, -1.14], [-1.03, 3.04, -1.93], [-0.58, 2.69, -1.15], [-2.60, -0.98, 2.22], [-2.83, 0.54, 1.94], [-2.19, -0.17, 1.88]],
  "lowdin_charge": [-0.05, -0.19, 0.18, 0.06, 0.09, 0.08, 0.09, 0.12, 0.13, 0.12, 0.13, 0.13, 0.05, 0.06, -0.05, 0.06, 0.05, -0.05],
  "e_tot_ha": -326.47443,
  "homo_lumo_gap_ev": 10.710,
  "e_lumo_ev": -4.6,
  "total_charge": 1,
  "largest_force_ev_per_a": 2.05,
  "relative_energy_kj_mol": 101.5,
  "homo_ha": -0.56351,
  "molar_mass_da": 94.134
}

***

# 4
{
  "formula": "C30H35KN6O3P",
  "method": "ωB97M-V/def2-TZVPD",
  "symbols": ["K", "C", "O", "C", "C", "O", "C", "C", "O", "C", "H", "H", "H", "H", "H", "H", "H", "H", "H", "H", "H", "H", "H", "H", "N", "C", "C", "C", "C", "C", "C", "P", "C", "C", "C", "C", "C", "C", "C", "C", "C", "C", "C", "C", "H", "H", "H", "H", "H", "H", "H", "H", "H", "H", "H", "H", "H", "H", "H", "H", "N", "C", "N", "C", "N", "C", "C", "N", "C", "C", "N", "H", "H", "H", "H", "H"],
  "coordinates": [[0.24, 0.36, 0.01], [2.80, -1.74, 1.10], [2.30, -0.43, 0.98], [3.23, 0.48, 0.44], [2.74, 1.90, 0.72], [1.64, 2.27, -0.10], [2.02, 2.80, -1.35], [0.89, 2.55, -2.35], [0.76, 1.16, -2.54], [0.08, 0.86, -3.73], [3.82, -1.73, 1.51], [2.15, -2.27, 1.79], [2.81, -2.26, 0.14], [4.21, 0.35, 0.92], [3.35, 0.32, -0.64], [2.38, 1.95, 1.75], [3.56, 2.61, 0.60], [2.22, 3.87, -1.27], [2.92, 2.31, -1.74], [-0.04, 2.98, -1.97], [1.15, 3.05, -3.29], [0.60, 1.27, -4.60], [0.05, -0.23, -3.81], [-0.95, 1.25, -3.71], [-0.89, -1.89, 1.50], [-0.94, -2.07, 2.88], [-1.20, -3.33, 3.42], [-1.26, -3.52, 4.79], [-1.06, -2.44, 5.64], [-0.75, -1.20, 5.12], [-0.68, -1.00, 3.75], [-0.21, 0.63, 3.04], [0.93, 1.21, 4.35], [2.25, 0.79, 4.23], [3.21, 1.21, 5.13], [2.86, 2.04, 6.18], [1.54, 2.44, 6.33], [0.58, 2.04, 5.41], [-1.70, 1.61, 3.43], [-2.96, 1.04, 3.61], [-4.07, 1.85, 3.81], [-3.94, 3.23, 3.83], [-2.69, 3.80, 3.65], [-1.58, 3.00, 3.44], [-1.27, -1.00, 1.20], [-1.31, -2.64, 0.98], [-1.37, -4.16, 2.75], [-1.49, -4.49, 5.19], [-1.15, -2.57, 6.71], [-0.55, -0.37, 5.79], [2.52, 0.12, 3.42], [4.24, 0.89, 5.02], [3.60, 2.36, 6.89], [1.26, 3.08, 7.15], [-0.43, 2.39, 5.53], [-3.08, -0.04, 3.60], [-5.04, 1.40, 3.96], [-4.80, 3.85, 3.99], [-2.57, 4.87, 3.68], [-0.60, 3.44, 3.30], [-3.24, -1.48, -3.03], [-2.30, -1.86, -2.15], [-1.97, -0.86, -1.38], [-2.76, 0.16, -1.83], [-3.53, -0.19, -2.83], [-2.76, 1.50, -1.27], [-3.65, 2.47, -1.76], [-3.68, 3.69, -1.26], [-2.84, 3.97, -0.28], [-1.93, 3.02, 0.18], [-1.89, 1.79, -0.30], [-3.71, -2.00, -3.75], [-1.89, -2.85, -2.10], [-4.34, 2.25, -2.56], [-2.89, 4.96, 0.13], [-1.22, 3.24, 0.96]],
  "lowdin_charge": [0.77, -0.08, -0.36, -0.20, -0.17, -0.28, -0.17, -0.19, -0.24, -0.09, 0.10, 0.09, 0.10, 0.14, 0.14, 0.12, 0.14, 0.14, 0.14, 0.12, 0.14, 0.10, 0.09, 0.09, 0.07, -0.33, -0.03, -0.07, -0.08, -0.07, -0.31, 1.10, -0.37, -0.11, -0.07, -0.07, -0.07, -0.09, -0.38, -0.07, -0.07, -0.08, -0.08, -0.16, 0.00, 0.09, 0.11, 0.11, 0.11, 0.11, 0.09, 0.11, 0.11, 0.11, 0.10, 0.11, 0.11, 0.11, 0.11, 0.11, 0.04, -0.14, 0.10, -0.33, 0.13, -0.21, -0.05, 0.10, -0.09, -0.11, 0.06, 0.17, 0.13, 0.12, 0.11, 0.10],
  "e_tot_ha": -2659.55676,
  "homo_lumo_gap_ev": 8.124,
  "e_lumo_ev": -2.4,
  "total_charge": 1,
  "largest_force_ev_per_a": 1.53,
  "homo_ha": -0.38830,
  "molar_mass_da": 597.721
}

***

# 5
{
  "formula": "C3HN4",
  "method": "ωB97M-V/def2-TZVPD",
  "symbols": ["N", "C", "C", "N", "N", "C", "N", "H"],
  "coordinates": [[4.76, 0.50, 0.05], [3.57, 0.55, 0.05], [2.23, 0.52, -0.12], [1.08, 0.48, -0.09], [-0.21, 0.43, 0.04], [-0.99, 1.54, 0.06], [-1.79, 2.37, 0.00], [-0.87, -0.25, -0.20]],
  "lowdin_charge": [0.33, -0.06, 0.15, 0.22, 0.12, -0.20, 0.25, 0.18],
  "e_tot_ha": -333.46004,
  "homo_lumo_gap_ev": 8.971,
  "e_lumo_ev": -7.3,
  "total_charge": 1,
  "largest_force_ev_per_a": 5.09,
  "relative_energy_kj_mol": 29.9,
  "homo_ha": -0.59891,
  "molar_mass_da": 93.069
}

***

# 6
{
  "formula": "C34H70BrN2",
  "method": "ωB97M-V/def2-TZVPD",
  "symbols": ["Br", "N", "C", "C", "N", "C", "C", "C", "C", "C", "C", "C", "C", "H", "H", "H", "H", "H", "H", "H", "H", "H", "H", "H", "H", "H", "H", "C", "C", "C", "C", "C", "C", "H", "H", "H", "H", "H", "H", "H", "H", "H", "H", "H", "H", "H", "H", "C", "C", "C", "C", "C", "C", "H", "H", "H", "H", "H", "H", "H", "H", "H", "H", "H", "H", "H", "H", "C", "C", "C", "C", "C", "C", "H", "H", "H", "H", "H", "H", "H", "H", "H", "H", "H", "H", "H", "H", "C", "C", "C", "C", "C", "C", "H", "H", "H", "H", "H", "H", "H", "H", "H", "H", "H", "H", "H", "H"],
  "coordinates": [[-6.59, -1.79, -2.91], [-6.44, -2.20, -4.78], [-5.03, -2.65, -4.99], [-4.55, -2.48, -6.50], [-4.57, -1.01, -6.78], [-6.01, -0.66, -6.84], [-6.84, -0.94, -5.52], [-8.36, -1.11, -5.89], [-8.84, -1.93, -7.00], [-10.26, -2.08, -7.28], [-11.20, -1.38, -6.39], [-10.78, -0.55, -5.27], [-9.33, -0.43, -5.05], [-7.15, -2.92, -4.97], [-4.28, -2.17, -4.31], [-5.01, -3.75, -4.77], [-5.28, -2.96, -7.21], [-3.53, -2.92, -6.65], [-4.19, -0.56, -5.93], [-6.45, -1.12, -7.76], [-6.06, 0.45, -7.01], [-6.80, -0.01, -4.88], [-8.09, -2.45, -7.65], [-10.62, -2.72, -8.12], [-12.29, -1.50, -6.58], [-11.47, -0.03, -4.57], [-8.96, 0.18, -4.19], [1.46, -2.91, -1.88], [0.81, -1.67, -1.29], [-0.25, -1.98, -0.24], [-1.45, -2.78, -0.74], [-2.22, -2.13, -1.89], [-2.84, -0.79, -1.53], [0.74, -3.54, -2.41], [2.24, -2.63, -2.59], [1.93, -3.52, -1.10], [0.39, -1.06, -2.10], [1.59, -1.06, -0.83], [-0.59, -1.04, 0.20], [0.22, -2.54, 0.58], [-2.14, -2.93, 0.10], [-1.13, -3.78, -1.04], [-3.03, -2.82, -2.19], [-1.57, -2.02, -2.77], [-3.52, -0.88, -0.69], [-3.41, -0.39, -2.38], [-2.08, -0.05, -1.28], [2.84, 2.41, 2.04], [2.89, 2.94, 0.61], [1.86, 4.04, 0.34], [0.40, 3.62, 0.49], [-0.04, 2.45, -0.39], [0.07, 2.73, -1.88], [1.88, 1.94, 2.26], [3.61, 1.66, 2.19], [3.00, 3.22, 2.76], [2.75, 2.11, -0.09], [3.88, 3.35, 0.42], [2.03, 4.43, -0.67], [2.05, 4.88, 1.01], [-0.24, 4.49, 0.26], [0.20, 3.37, 1.53], [-1.08, 2.21, -0.16], [0.54, 1.55, -0.15], [-0.53, 3.60, -2.16], [-0.29, 1.88, -2.46], [1.10, 2.92, -2.19], [2.77, -5.10, 6.00], [3.40, -3.76, 5.64], [2.45, -2.57, 5.80], [1.21, -2.60, 4.91], [1.50, -2.68, 3.41], [2.26, -1.47, 2.87], [1.93, -5.34, 5.33], [3.51, -5.90, 5.90], [2.40, -5.10, 7.03], [3.80, -3.80, 4.62], [4.27, -3.60, 6.29], [3.01, -1.65, 5.63], [2.12, -2.53, 6.85], [0.62, -1.71, 5.11], [0.58, -3.45, 5.19], [0.54, -2.74, 2.88], [2.04, -3.59, 3.17], [1.71, -0.55, 3.07], [2.39, -1.56, 1.79], [3.25, -1.39, 3.33], [8.63, 6.04, 4.25], [8.62, 4.53, 4.38], [7.66, 3.85, 3.40], [6.18, 4.21, 3.59], [5.60, 3.92, 4.97], [5.63, 2.44, 5.34], [7.66, 6.48, 4.50], [9.37, 6.47, 4.94], [8.90, 6.35, 3.24], [8.38, 4.24, 5.41], [9.63, 4.15, 4.18], [7.78, 2.76, 3.49], [7.95, 4.10, 2.38], [5.59, 3.66, 2.84], [6.03, 5.27, 3.36], [4.56, 4.27, 4.99], [6.13, 4.50, 5.73], [5.07, 1.85, 4.61], [5.17, 2.29, 6.32], [6.65, 2.06, 5.40]],
  "lowdin_charge": [0.94, -0.38, -0.20, -0.15, -0.06, -0.17, -0.29, -0.20, -0.04, -0.04, -0.06, -0.04, -0.04, 0.15, 0.10, 0.14, 0.13, 0.14, 0.11, 0.12, 0.15, 0.12, 0.10, 0.11, 0.11, 0.11, 0.10, -0.10, -0.27, -0.22, -0.22, -0.28, -0.11, 0.06, 0.07, 0.08, 0.09, 0.10, 0.10, 0.09, 0.11, 0.11, 0.09, 0.10, 0.08, 0.05, 0.06, -0.11, -0.26, -0.22, -0.22, -0.28, -0.11, 0.06, 0.07, 0.07, 0.10, 0.10, 0.10, 0.11, 0.11, 0.10, 0.10, 0.09, 0.08, 0.06, 0.07, -0.11, -0.27, -0.23, -0.23, -0.27, -0.11, 0.06, 0.07, 0.08, 0.10, 0.11, 0.10, 0.11, 0.11, 0.10, 0.09, 0.10, 0.07, 0.06, 0.07, -0.11, -0.27, -0.23, -0.23, -0.27, -0.11, 0.07, 0.07, 0.08, 0.10, 0.10, 0.10, 0.11, 0.09, 0.10, 0.10, 0.10, 0.06, 0.07, 0.07],
  "e_tot_ha": -4020.67741,
  "homo_lumo_gap_ev": 6.906,
  "e_lumo_ev": -4.9,
  "total_charge": 1,
  "largest_force_ev_per_a": 3.54,
  "homo_ha": -0.43416,
  "molar_mass_da": 586.852
}